{
  "formula": "C72H152N8O8",
  "method": "ωB97M-V/def2-TZVPD",
  "largest_force_ev_per_a": 2.03,
  "molar_mass_g_mol": 1258.06,
  "orbital_gap_ha": 0.310,
  "smiles": "CC1(C)CCCC(C)(C)N1O.CC1(C)CCCC(C)(C)N1O.CC1(C)CCCC(C)(C)N1O.CC1(C)CCCC(C)(C)N1O.CC1(C)CCCC(C)(C)N1O.CC1(C)CCCC(C)(C)N1O.CC1(C)CCCC(C)(C)N1O.CC1(C)CCCC(C)(C)N1O",
  "homo_ev": -8.002,
  "total_charge": 0,
  "elements": ["O", "O", "O", "O", "O", "O", "O", "O", "N", "N", "N", "N", "N", "N", "N", "N", "C", "C", "C", "C", "C", "C", "C", "C", "C", "C", "C", "C", "C", "C", "C", "C", "C", "C", "C", "C", "C", "C", "C", "C", "C", "C", "C", "C", "C", "C", "C", "C", "C", "C", "C", "C", "C", "C", "C", "C", "C", "C", "C", "C", "C", "C", "C", "C", "C", "C", "C", "C", "C", "C", "C", "C", "C", "C", "C", "C", "C", "C", "C", "C", "C", "C", "C", "C", "C", "C", "C", "C", "H", "H", "H", "H", "H", "H", "H", "H", "H", "H", "H", "H", "H", "H", "H", "H", "H", "H", "H", "H", "H", "H", "H", "H", "H", "H", "H", "H", "H", "H", "H", "H", "H", "H", "H", "H", "H", "H", "H", "H", "H", "H", "H", "H", "H", "H", "H", "H", "H", "H", "H", "H", "H", "H", "H", "H", "H", "H", "H", "H", "H", "H", "H", "H", "H", "H", "H", "H", "H", "H", "H", "H", "H", "H", "H", "H", "H", "H", "H", "H", "H", "H", "H", "H", "H", "H", "H", "H", "H", "H", "H", "H", "H", "H", "H", "H", "H", "H", "H", "H", "H", "H", "H", "H", "H", "H", "H", "H", "H", "H", "H", "H", "H", "H", "H", "H", "H", "H", "H", "H", "H", "H", "H", "H", "H", "H", "H", "H", "H", "H", "H", "H", "H", "H", "H", "H", "H", "H", "H", "H", "H", "H", "H", "H", "H", "H", "H", "H", "H", "H", "H", "H"],
  "coordinates": [[-5.557599, 19.214034, 13.134219], [-5.577124, 11.789179, 14.180000], [-2.493643, 13.811122, 12.967716], [-3.014957, 21.508288, 12.584702], [0.418895, 10.358869, 4.498491], [5.914612, 16.424717, 11.721704], [4.444027, 11.706404, 12.378610], [-7.487926, 13.631763, 8.455423], [1.194776, 11.475912, 4.094399], [-2.284521, 20.711015, 13.512557], [-5.792349, 18.493145, 11.936324], [-6.420533, 10.881610, 13.525172], [-7.203769, 12.713295, 7.422853], [-1.545125, 13.317790, 12.044998], [4.861491, 11.187222, 11.137251], [5.074117, 17.294358, 12.461390], [3.408371, 10.459723, 4.764123], [2.704776, 10.206731, 10.643032], [6.568358, 10.929965, 9.467225], [5.928016, 19.341458, 11.519494], [-7.435277, 10.530943, 8.687008], [-2.110028, 21.422189, 14.787695], [3.127072, 12.380755, 3.124411], [4.879911, 19.344318, 13.744524], [-5.713246, 20.480875, 10.517665], [-2.748734, 14.693779, 10.344253], [-8.481619, 12.238343, 14.051079], [-0.741765, 15.527282, 11.518236], [-7.589519, 11.533406, 12.966846], [-1.792413, 19.194843, 11.705428], [-0.731556, 11.450815, 10.731895], [-0.560434, 13.732313, 9.797856], [-5.531341, 14.243083, 6.565465], [-7.462325, 8.600072, 13.486686], [-6.096569, 17.091791, 12.280024], [-7.267126, 17.058997, 9.979999], [3.460577, 17.369169, 14.327427], [-0.592386, 18.997006, 13.849479], [-3.473935, 21.828723, 15.286432], [-1.701445, 11.887813, 11.826563], [-5.079929, 8.937515, 14.095034], [5.599427, 11.157065, 8.320164], [-6.337074, 16.345488, 10.978924], [-0.556119, 12.856912, 4.997570], [-7.879656, 19.757855, 11.551710], [5.788996, 18.533969, 12.808697], [-6.485021, 9.570040, 14.153867], [2.532955, 11.076745, 3.663188], [-0.879985, 12.289197, 9.470413], [4.270681, 16.479986, 13.380100], [-1.201468, 20.011072, 12.847323], [-4.875629, 16.527458, 12.996408], [4.172858, 10.783485, 8.761455], [3.052060, 13.605767, 4.029477], [6.191936, 11.641203, 10.775891], [-8.764037, 9.273164, 13.074503], [2.398025, 10.155415, 2.459978], [-7.870496, 10.712801, 6.238890], [1.427227, 12.421570, 6.460332], [-1.395588, 14.274618, 10.945991], [3.029267, 12.569177, 10.122523], [-9.402509, 11.780828, 7.903191], [-5.767955, 11.949867, 5.647601], [-1.113350, 22.571535, 14.793494], [-3.112905, 11.425984, 11.451834], [3.757063, 11.223048, 10.168457], [-4.813212, 12.348584, 7.961092], [6.383374, 13.149349, 10.492689], [4.178371, 18.591838, 14.860242], [7.121427, 18.299945, 13.526537], [-1.313944, 11.115689, 13.094179], [1.596075, 13.886744, 4.458233], [5.152283, 15.504547, 14.207044], [3.299418, 15.683971, 12.512326], [-8.446195, 10.497316, 12.243798], [0.955689, 12.600212, 5.004961], [-0.064509, 20.902641, 12.299920], [-7.116168, 12.562767, 11.945521], [-6.758120, 18.453929, 9.700131], [-7.334503, 16.939038, 13.194418], [-6.571062, 19.279349, 10.974598], [7.188702, 11.167272, 11.810029], [-6.908449, 9.631136, 15.639675], [-0.363757, 19.548036, 15.236435], [-7.957983, 11.482219, 7.556447], [-5.845958, 12.783401, 6.915010], [-6.432051, 10.567875, 5.751376], [-1.615650, 20.301953, 15.704778], [6.803428, 19.068309, 10.927191], [-0.893732, 13.132842, 3.995631], [-7.844704, 10.065143, 11.433901], [0.335462, 18.674974, 13.363682], [0.966594, 13.253674, 6.997738], [-7.747411, 20.185306, 12.554005], [-7.924655, 9.982018, 15.817125], [7.449179, 13.286473, 10.270938], [-5.185078, 7.868613, 14.272212], [-8.285484, 17.030899, 10.374058], [-7.627953, 7.768905, 14.175004], [4.841473, 18.336163, 15.688217], [-8.443141, 20.576706, 11.093731], [-1.252979, 18.127950, 13.879429], [3.758594, 14.763569, 12.143419], [2.620722, 12.697926, 2.207074], [-0.522685, 11.582261, 13.687657], [-4.673912, 9.112259, 13.095760], [-7.571772, 11.136088, 9.582199], [-5.851652, 18.351960, 9.098674], [-5.842981, 9.929276, 6.413959], [6.086254, 20.378172, 11.841759], [-6.367611, 12.436263, 4.867396], [-7.907619, 13.058290, 11.386707], [-6.422763, 12.057720, 11.266114], [0.293880, 15.245406, 11.762444], [7.895475, 17.957249, 12.838048], [4.016350, 9.720806, 8.578813], [3.191802, 9.239309, 10.807270], [3.698906, 13.532965, 4.910414], [2.635749, 12.978848, 11.049385], [-0.247270, 18.731707, 15.949557], [2.851194, 9.668306, 5.274235], [-9.890393, 12.448260, 7.192000], [-8.237035, 11.894935, 15.053967], [-1.436707, 20.585209, 16.751046], [-8.297292, 9.714810, 6.363445], [-6.475861, 13.288781, 12.453607], [-0.745112, 14.319970, 8.889547], [-0.767136, 13.691304, 5.671606], [-4.556331, 14.374229, 6.099150], [5.424232, 20.190735, 14.174774], [-3.941588, 16.572314, 12.444941], [3.672637, 13.362974, 9.713003], [-8.147639, 9.708502, 8.760105], [7.022897, 17.564487, 14.322950], [-7.475105, 17.852954, 13.777531], [-4.369490, 9.435718, 14.755004], [4.644926, 12.656178, 12.383576], [-4.619625, 19.442276, 13.095522], [-4.839656, 16.867814, 14.032924], [-2.675129, 15.386981, 9.504337], [-3.229240, 10.346019, 11.334907], [0.855679, 9.996856, 5.282593], [-7.159374, 16.195098, 13.975281], [-0.893034, 10.140078, 12.829097], [-7.216497, 16.409278, 9.102288], [-0.674081, 16.398675, 10.868929], [-5.619094, 21.176072, 11.353825], [-9.965393, 10.848437, 7.983858], [-5.598666, 14.856647, 7.464824], [-3.535470, 11.953732, 10.599566], [-9.472212, 12.232166, 8.894064], [0.521176, 13.873580, 9.902385], [5.836301, 10.456261, 7.512517], [-1.840997, 12.188512, 8.947507], [-6.420563, 10.142193, 4.746889], [0.289959, 11.632313, 11.085616], [2.473848, 17.595551, 13.907553], [-3.281811, 13.798911, 10.014429], [1.086478, 14.308255, 3.595222], [-6.276471, 14.605888, 5.848142], [-9.301644, 11.000530, 11.795703], [3.639895, 11.263739, 5.454732], [5.617427, 12.127895, 7.821072], [6.588570, 9.850242, 9.656308], [-2.320568, 18.289138, 12.027196], [7.482748, 19.213300, 14.003030], [2.353962, 10.425425, 11.655491], [-8.298870, 13.311091, 13.997681], [4.252247, 9.943160, 4.311262], [4.944731, 14.470835, 13.918232], [-0.275308, 11.808076, 8.690377], [1.598129, 10.508418, 1.802492], [-3.464725, 15.149279, 11.026901], [7.266899, 11.814636, 12.688297], [-4.839449, 11.273638, 8.126182], [-6.420564, 10.199614, 8.528329], [-2.492955, 19.718440, 11.059395], [-0.071504, 22.285072, 14.658145], [-2.443882, 19.598656, 15.857784], [-9.533104, 12.017603, 13.874551], [-1.137345, 15.838293, 12.485205], [-2.155993, 10.904618, 13.756975], [-6.071362, 20.831881, 9.554711], [5.043746, 19.339637, 10.887189], [4.163678, 12.181948, 2.829179], [-1.195333, 12.014246, 5.258665], [-5.056086, 15.451585, 13.151718], [1.868968, 10.142493, 9.948868], [4.975933, 15.527844, 15.285635], [0.698128, 21.138346, 13.040466], [-0.850522, 10.392281, 10.504440], [-4.897327, 12.874815, 8.912456], [-6.283893, 10.311510, 16.236165], [-7.476998, 18.977452, 9.061252], [-1.299616, 23.382497, 14.087168], [3.244598, 10.150202, 1.770630], [0.469236, 20.248215, 15.317032], [-4.223113, 21.036869, 15.204183], [0.329030, 20.528260, 11.358024], [-6.775218, 8.658614, 16.114076], [-9.342136, 9.504717, 13.980257], [-5.385310, 16.146449, 10.469503], [-4.745688, 11.890623, 5.272873], [8.187916, 11.231010, 11.363583], [-3.822386, 11.631538, 12.263699], [3.487648, 11.299906, 8.082125], [-6.774393, 15.346761, 11.066482], [-8.459649, 11.206793, 5.457533], [6.221057, 15.669091, 14.092524], [2.906468, 16.267611, 11.682860], [-0.481146, 21.883618, 12.034371], [-8.576893, 18.932721, 11.720772], [6.177918, 13.829568, 11.320221], [7.058083, 10.145254, 12.158303], [-3.794909, 12.574779, 7.619952], [3.400625, 19.260995, 15.237304], [-3.486562, 22.226269, 16.305028], [1.718323, 14.575574, 5.294739], [2.226268, 12.478523, 9.385419], [-3.945188, 22.667477, 14.754810], [-8.246095, 16.721255, 12.642673], [5.936223, 13.403889, 9.533743], [3.157020, 16.767745, 15.192258], [-7.754242, 14.438388, 8.002460], [2.504757, 12.556029, 6.549134], [7.583894, 11.186694, 9.157514], [2.477761, 15.314803, 13.136958], [-4.683868, 20.137955, 10.368122], [5.641978, 16.526953, 10.803827], [-7.036605, 8.090521, 12.612875], [-3.930220, 21.258238, 12.744300], [1.124689, 11.488628, 6.934676], [-1.156244, 23.021944, 15.792482], [2.138192, 9.150949, 2.797626], [-9.416030, 8.570230, 12.549717], [-1.994220, 13.931576, 13.781374], [4.124648, 19.852348, 13.129871], [-5.845009, 11.761800, 15.112321], [-0.997095, 18.776311, 11.081420], [3.464950, 14.427518, 3.438502]],
  "forces_ev_per_a": [[-0.211, 0.446, -0.047], [-0.035, -0.331, 0.447], [-0.311, -0.154, -0.012], [0.498, 0.438, -0.095], [0.344, 0.017, -0.053], [0.347, -0.038, 0.090], [0.187, 0.080, 0.188], [0.571, -0.214, 0.560], [-0.612, -0.194, -0.252], [-1.273, -0.254, 0.135], [0.859, -0.364, -0.508], [0.001, -0.600, -1.487], [-1.148, 0.647, -1.280], [1.083, 0.072, 0.032], [0.018, -0.561, -0.278], [-0.701, 0.465, -0.483], [-0.853, -0.033, -0.482], [0.608, -0.464, 0.971], [-0.076, -0.415, -0.426], [0.895, 0.756, 0.361], [-1.140, 1.185, -0.252], [0.767, -0.941, -0.064], [0.705, 0.432, -0.071], [-0.469, 0.671, -0.160], [0.683, -0.923, 0.957], [-1.090, -0.543, -0.049], [0.547, -0.107, -0.397], [1.535, -0.298, 0.788], [-1.191, 0.458, 0.585], [-0.166, -0.941, -0.598], [0.096, 0.841, -0.385], [0.666, -0.191, -1.317], [-0.705, 0.156, -0.195], [-0.207, -0.109, -0.787], [-0.491, 0.073, 0.084], [0.619, -0.664, 0.634], [-0.613, -0.408, 0.469], [0.124, 0.103, -0.804], [-1.344, 1.230, -0.037], [-0.338, -1.189, -0.024], [-0.181, 0.575, -0.526], [-0.570, -0.752, -0.270], [0.010, -0.312, -1.168], [-0.468, 0.151, -0.124], [-1.243, 0.282, 1.384], [-0.585, -0.446, 0.592], [0.509, -0.319, 1.142], [0.047, 0.979, -0.602], [-0.123, -0.954, -0.566], [0.630, -0.040, 0.367], [0.599, -0.392, 0.038], [-0.745, -1.403, 0.634], [0.303, 0.844, -0.621], [0.112, -0.228, -0.066], [0.329, 0.047, -0.844], [-0.731, -0.152, 0.966], [-0.750, -0.350, -0.369], [0.216, -0.025, -0.450], [-0.017, 0.505, -0.218], [-1.174, 1.349, -0.312], [0.521, 0.965, -1.161], [-0.358, 0.109, 0.370], [-0.901, -0.414, -0.543], [0.186, 0.841, 0.533], [-1.191, 0.461, 0.626], [-1.019, -0.104, 0.795], [0.804, -0.291, -0.188], [0.827, -0.350, -0.159], [-0.385, 0.203, -0.462], [0.395, -0.006, -0.187], [0.322, -0.427, 0.546], [1.912, -0.676, 0.023], [0.092, -0.467, 0.326], [-0.166, -0.818, 0.453], [0.827, -0.815, -0.426], [-0.670, 0.111, -0.038], [-0.868, 1.259, -0.181], [1.128, -0.209, 0.234], [-0.875, -0.522, -0.327], [0.327, 0.517, 0.650], [0.687, 0.527, -0.725], [1.062, 0.464, 0.609], [0.276, 0.490, 0.591], [-0.969, 0.437, 0.227], [0.505, -1.209, 0.373], [0.795, 0.387, 0.763], [0.496, 0.455, 0.116], [-0.032, -0.806, 1.176], [-0.075, -0.188, -0.001], [0.225, 0.120, -0.024], [-0.048, 0.436, -0.223], [0.033, -0.183, 0.233], [0.043, -0.199, 0.327], [0.470, -0.271, -0.008], [-0.155, -0.276, -0.244], [0.030, -0.037, 0.297], [0.362, -0.013, 0.243], [-0.080, 0.186, -0.149], [-0.141, 0.161, 0.186], [0.131, -0.028, -0.080], [0.390, -0.281, -0.861], [-0.042, 0.028, 0.241], [0.149, 0.237, -0.339], [-0.203, -0.470, -0.046], [-0.087, 0.333, -0.185], [-0.153, -0.253, -0.094], [0.586, -0.290, 0.267], [0.284, 0.235, 0.352], [-0.120, -0.184, -0.060], [0.106, 0.014, -0.271], [0.237, 0.406, 0.094], [-0.128, -0.037, 0.092], [-0.267, 0.018, -0.244], [-0.007, 0.143, -0.101], [-0.056, -0.108, 0.037], [0.047, -0.120, 0.445], [-0.082, -0.077, -0.577], [-0.026, -0.200, -0.029], [-0.082, -0.508, 0.221], [0.480, -0.010, -0.044], [0.003, 0.096, 0.186], [0.072, -0.049, -0.108], [-0.021, 0.062, 0.054], [0.072, 0.773, -0.280], [-0.124, 0.069, 0.155], [-0.308, 0.232, -0.014], [-0.319, 0.220, 0.255], [-0.101, -0.023, -0.039], [0.122, -0.198, 0.146], [0.330, -0.193, -0.097], [0.064, 0.556, 0.085], [0.052, -0.130, 0.046], [0.279, -0.265, 0.018], [-0.074, -0.023, -0.014], [-0.106, 0.095, -0.220], [-0.132, -0.277, 0.334], [-0.125, 0.051, -0.133], [0.138, -0.324, 0.082], [0.459, 0.558, -0.217], [0.350, -0.103, -0.057], [0.507, -0.012, -0.350], [-0.050, -0.104, 0.152], [-0.120, -0.367, -0.350], [-0.194, -0.002, -0.156], [-0.340, 0.323, -0.257], [-0.340, -0.162, -0.288], [-0.476, 0.629, -0.501], [0.013, -0.020, -0.305], [0.232, 0.073, -0.046], [0.187, -0.274, -0.291], [0.064, 0.144, -0.074], [-0.080, -0.236, 0.698], [0.211, 0.084, 0.016], [-0.383, 0.160, 0.748], [0.027, -0.273, 0.110], [-0.035, -0.243, 0.074], [0.340, 0.502, -0.464], [0.121, 0.146, -0.341], [-0.425, 0.024, 0.225], [0.014, 0.028, 0.062], [-0.141, -0.086, 0.103], [0.616, -0.348, 0.241], [0.197, 0.258, 0.477], [-0.058, 0.042, 0.108], [-0.131, 0.294, 0.434], [-0.037, 0.100, -0.167], [-0.243, 0.466, -0.231], [-0.226, 0.052, 0.184], [0.359, 0.382, 0.171], [0.150, 0.014, -0.042], [0.653, 0.625, 0.202], [-0.247, -0.005, 0.372], [0.435, 0.016, 0.421], [-0.378, -0.027, 0.020], [0.005, 0.009, 0.178], [0.068, -0.165, 0.209], [0.230, 0.358, 0.025], [-0.123, -0.293, -0.075], [0.024, -0.126, -0.521], [-0.075, 0.200, 0.023], [-0.516, 0.019, -0.208], [-0.073, 0.256, -0.050], [-0.205, 0.679, 0.289], [-0.171, -0.262, 0.176], [0.001, 0.040, 0.096], [0.349, -0.129, 0.363], [0.006, 0.037, -0.305], [-0.012, -0.092, -0.002], [-0.227, 0.254, -0.064], [0.243, -0.401, -0.123], [-0.068, -0.061, 0.236], [-0.479, -0.049, -0.024], [0.119, -0.090, -0.156], [0.052, 0.144, 0.065], [-0.337, -0.223, -0.143], [0.483, -0.158, 0.599], [0.291, -0.288, -0.162], [0.320, -0.291, 0.188], [0.383, -0.295, 0.256], [-0.099, -0.054, -0.088], [0.097, 0.275, -0.045], [0.075, 0.307, 0.073], [0.086, -0.032, 0.176], [-0.064, -0.086, -0.030], [0.240, 0.267, 0.065], [-0.093, -0.259, 0.008], [0.147, 0.017, 0.833], [0.031, 0.139, 0.104], [-0.040, 0.003, -0.296], [-0.045, 0.093, 0.056], [-0.073, -0.115, -0.016], [-0.018, -0.004, -0.244], [-0.425, 0.066, -0.144], [-0.360, -0.041, -0.175], [-0.110, -0.015, -0.183], [0.188, 0.009, 0.365], [0.412, -0.492, 0.161], [-0.738, 0.404, -0.200], [-0.193, 0.018, 0.255], [0.492, -0.097, -0.391], [-0.043, -0.076, 0.040], [-0.574, 0.381, 0.358], [0.204, -0.230, -0.123], [-0.159, -0.085, -0.090], [0.007, -0.143, 0.057], [0.004, 0.210, 0.210], [-0.089, 0.197, -0.057], [-0.120, -0.191, -0.181], [-0.116, 0.045, 0.016], [0.260, 0.472, -0.113], [-0.058, 0.078, -0.111], [-0.015, -0.069, -0.087], [-0.004, 0.048, -0.079], [0.135, -0.095, -0.281], [0.188, 0.032, -0.252], [0.045, -0.031, 0.014], [-0.166, -0.344, -0.019], [0.016, 0.309, 0.010], [0.095, 0.294, -0.019], [-0.153, 0.204, 0.202]],
  "lowdin_charge": [-0.03, -0.01, 0.00, -0.02, -0.02, -0.02, -0.01, -0.02, -0.10, -0.09, -0.08, -0.11, -0.10, -0.08, -0.09, -0.11, -0.01, -0.04, -0.15, -0.04, -0.01, -0.52, -0.15, -0.15, -0.02, -0.02, 0.00, -0.02, -0.50, -0.03, -0.14, -0.14, -0.03, -0.14, -0.49, -0.17, -0.15, -0.13, -0.04, -0.51, -0.02, -0.18, -0.13, -0.04, -0.03, -0.52, -0.51, -0.53, -0.17, -0.49, -0.50, -0.03, -0.12, -0.18, -0.53, -0.18, -0.04, -0.14, -0.04, -0.49, -0.03, -0.04, -0.13, -0.02, -0.02, -0.49, -0.03, -0.02, -0.17, -0.02, -0.03, -0.12, -0.01, -0.04, -0.15, -0.51, -0.02, -0.04, -0.14, -0.02, -0.52, -0.04, -0.04, -0.17, -0.52, -0.52, -0.17, -0.15, 0.08, 0.09, 0.11, 0.11, 0.08, 0.08, 0.07, 0.09, 0.08, 0.11, 0.12, 0.12, 0.09, 0.11, 0.05, 0.12, 0.09, 0.08, 0.05, 0.13, 0.10, 0.09, 0.12, 0.09, 0.08, 0.07, 0.08, 0.12, 0.09, 0.10, 0.07, 0.11, 0.08, 0.09, 0.06, 0.12, 0.12, 0.07, 0.12, 0.08, 0.09, 0.12, 0.06, 0.09, 0.09, 0.07, 0.08, 0.08, 0.06, 0.07, 0.09, 0.09, 0.09, 0.08, 0.08, 0.08, 0.09, 0.08, 0.07, 0.09, 0.07, 0.05, 0.07, 0.10, 0.11, 0.10, 0.11, 0.10, 0.10, 0.05, 0.12, 0.09, 0.13, 0.06, 0.10, 0.13, 0.07, 0.08, 0.08, 0.07, 0.09, 0.07, 0.09, 0.09, 0.05, 0.08, 0.07, 0.06, 0.07, 0.06, 0.12, 0.08, 0.07, 0.07, 0.09, 0.09, 0.12, 0.08, 0.08, 0.08, 0.08, 0.07, 0.13, 0.07, 0.08, 0.12, 0.09, 0.09, 0.10, 0.09, 0.08, 0.09, 0.11, 0.11, 0.12, 0.08, 0.07, 0.08, 0.11, 0.12, 0.07, 0.09, 0.08, 0.07, 0.07, 0.09, 0.08, 0.11, 0.09, 0.12, 0.06, 0.09, 0.07, 0.07, 0.12, 0.09, 0.06, 0.12, 0.09, 0.07, 0.11, 0.12, 0.06, 0.08, 0.09, 0.08, 0.11, 0.11, 0.12, 0.08, 0.08, 0.11]
}